Entry 1:
22
Properties=species:S:1:pos:R:3:lowdin_charge:R:1 method="wB97M-V/def2-TZVPD" total_charge=+1 homo_energy_ev=-12.62
H -2.48575 0.55949 2.74315 0.09
H 1.83235 -1.96475 0.87632 0.09
H 2.44953 -0.46528 1.30824 0.10
H -0.48388 2.00778 -2.48424 0.07
H 0.31702 -1.99902 -1.33487 0.17
C 2.04214 -0.98522 0.43325 -0.04
H -2.75693 1.20703 1.07129 0.08
H 2.83318 -1.10620 -0.30359 0.09
C -2.04338 1.12637 1.89271 -0.13
H -1.93094 2.07758 2.42478 0.08
H 1.33409 -0.84771 -2.04207 0.15
C -0.49891 -0.47238 0.70803 -0.19
H -0.20757 0.44184 2.37092 0.11
C 0.79514 -0.33182 -0.10236 -0.31
H -0.54481 -1.37036 1.31743 0.13
N -0.69582 0.73564 1.53464 -0.12
H 0.22615 1.44034 -3.81676 0.05
H -0.29585 -0.54325 -1.87864 0.12
H -1.33614 -0.54716 -0.01113 0.12
O 0.02792 1.31524 -2.90330 -0.02
N 0.51630 -1.00963 -1.46807 0.19
H 0.90616 0.73147 -0.33571 0.14

Entry 2:
23
Properties=species:S:1:pos:R:3:lowdin_charge:R:1 method="wB97M-V/def2-TZVPD" total_charge=+1 homo_energy_ev=-13.43
H -1.96420 -1.56680 -1.76234 0.09
H -2.85504 -1.14388 0.96391 0.09
N 0.70377 -1.01171 0.07617 0.17
C -0.21168 0.26953 0.45175 -0.23
H -1.48959 -2.81765 -1.33190 -0.05
H 0.19995 -1.97983 0.36228 0.22
C 1.76654 2.06008 0.42207 -0.19
O -2.26110 -1.03168 0.24495 -0.07
H -2.16481 0.85794 0.65368 0.11
H -0.13441 0.33307 1.60374 0.18
H 2.53913 1.35027 2.24880 0.04
H -1.69621 0.36678 -1.12727 0.16
H 3.27089 0.57450 1.06144 0.03
C 0.58453 1.35125 -0.31623 -0.18
O -1.30468 -2.32556 -2.04843 -0.04
C -1.66470 0.25125 0.01406 -0.18
H 1.68098 -0.98340 0.70114 0.21
H 2.42059 2.41278 -0.44296 0.13
H 1.08652 -0.89153 -0.80144 0.08
N 2.51639 1.08892 1.32447 0.02
H -0.16182 2.17536 -0.54524 0.13
H 0.83958 1.07565 -1.45391 0.17
H 1.56539 2.96165 1.06355 0.13

Entry 3:
23
Properties=species:S:1:pos:R:3:lowdin_charge:R:1 method="wB97M-V/def2-TZVPD" total_charge=+1 homo_energy_ev=-13.81
N 2.29494 -0.88681 0.49803 -0.04
H 3.01151 -1.39874 0.97528 0.07
C 2.04825 0.46955 1.21527 -0.18
C -0.40888 0.75413 0.27573 -0.26
O -2.15977 0.38775 -1.29964 -0.09
C -0.92642 1.16605 -1.16951 -0.13
H 1.65033 0.37544 2.28172 0.13
H -3.11491 -1.74917 -0.80404 0.11
H 1.43114 1.46128 -0.73979 0.12
H 2.68148 -0.79617 -0.51508 0.13
O -2.33402 -2.31791 -0.51409 0.00
H 0.56271 -1.22306 0.05527 0.19
H -1.25005 -1.17012 0.10281 0.09
H -0.58189 -0.90942 1.55681 0.19
N -0.36315 -0.73932 0.52568 0.14
H -2.90374 0.74340 -1.75032 0.08
H -0.94050 1.23791 1.09327 0.15
C 1.05695 1.28155 0.29131 -0.16
H 1.01035 2.28484 0.59838 0.09
H -0.32448 0.79467 -1.97894 0.11
H -1.03315 2.34386 -1.13053 0.18
H 2.98059 0.96566 1.36903 0.09
H -2.38730 -3.07535 -0.93663 -0.02

Entry 4:
23
Properties=species:S:1:pos:R:3:lowdin_charge:R:1 method="wB97M-V/def2-TZVPD" total_charge=+1 homo_energy_ev=-11.93
H -1.46654 -0.54554 -0.82722 0.11
H -3.59826 1.14605 -1.67247 0.12
C 2.59326 1.77852 1.70997 -0.10
O -3.02721 0.54537 -1.07617 -0.11
H -1.09914 0.38106 -2.04510 0.17
O -1.69671 -2.23320 -2.00393 -0.04
H -1.43536 -3.07020 -1.89917 -0.02
H -2.44950 -2.21771 -2.75360 0.17
H -0.19085 -0.95078 -1.82514 0.13
C 0.97001 -0.06291 0.72181 -0.35
H 0.42721 1.63503 1.75451 0.14
N -0.61231 -0.18320 -1.30535 0.10
H 3.46493 1.08508 1.71448 0.08
H 2.56389 2.29573 2.75894 0.12
H 2.66586 2.29480 0.69740 0.10
H 1.33330 0.32297 2.72226 0.12
C 1.33144 0.92702 1.78835 -0.24
H 0.42023 1.47855 -0.59946 0.09
C 0.39702 0.45141 -0.41492 -0.06
N 0.95508 -1.38765 1.02259 0.13
H 1.70255 -1.77448 1.58652 0.12
H -3.65507 0.06106 -0.42615 0.12
H 0.40617 -1.97699 0.37185 0.11

Computed gap between HOMO and LUMO, in the same sequence as the records: 9.52, 10.18, 11.08, 8.70 eV.
Computed E_LUMO, in the same sequence as the records: -3.10, -3.25, -2.73, -3.23 eV.
Computed energy relative to the best compared isomer or geometry (same formula, charge and spin), in the same sequence as the records: 1.375, 3.735, 2.318, 2.911 eV.